The following is a DFT calculation (wB97M-V/def2-TZVPD) of 12 unconnected molecules or ions with the total composition C68H163B3F12N8O8 at a distorted geometry.

Results
LUMO energy (eV): -5.176
Total charge: +4
E_HOMO (eV): -14.38
Frontier orbital gap (eV): 9.207
M (Da): 1481.5

Last columns: bonded neighbours and bond lengths (Å).
Cartesian coordinates (Å):
1 C -5.7846 -0.6954 3.9375  C2 1.482, H11 1.062, H12 1.138, H13 1.113
2 C -6.5563 0.5660 3.8396  C1 1.482, N3 1.492, H14 1.133, H15 1.099
3 N -6.7059 1.1617 2.4799  C2 1.492, C4 1.526, C5 1.594, C7 1.516
4 C -7.6819 0.2694 1.7183  N3 1.526, H16 1.082, H17 1.114, H18 1.059
5 C -7.2957 2.6332 2.6442  N3 1.594, C6 1.499, H19 1.082, H20 1.093
6 C -7.2239 3.3084 1.3075  C5 1.499, H21 1.075, H22 1.083, H23 1.113
7 C -5.4166 1.0690 1.6886  N3 1.516, C8 1.501, H24 1.130, H25 1.118
8 C -4.2861 1.9877 2.0487  C7 1.501, O9 1.476, H26 1.096, H27 1.106
9 O -3.8052 1.8211 3.4345  C8 1.476, C10 1.422
10 C -2.4578 2.2497 3.5848  O9 1.422, H28 1.092, H29 1.106, H30 1.128
11 H -5.5574 -0.9254 4.9494  C1 1.062
12 H -4.7279 -0.5075 3.5590  C1 1.138
13 H -6.2948 -1.5053 3.3687  C1 1.113
14 H -6.0531 1.3710 4.4584  C2 1.133
15 H -7.5881 0.4295 4.1921  C2 1.099
16 H -8.5053 0.0243 2.3759  C4 1.082
17 H -7.0284 -0.6009 1.4803  C4 1.114
18 H -7.9688 0.8492 0.8802  C4 1.059
19 H -6.6811 3.0838 3.4124  C5 1.082
20 H -8.3147 2.5516 3.0314  C5 1.093
21 H -6.2260 3.3776 0.9137  C6 1.075
22 H -7.6290 4.3102 1.3851  C6 1.083
23 H -7.8390 2.8442 0.5048  C6 1.113
24 H -5.8693 1.2815 0.6750  C7 1.130
25 H -4.9846 0.0379 1.6540  C7 1.118
26 H -4.5577 3.0280 1.8377  C8 1.096
27 H -3.4509 1.7435 1.3663  C8 1.106
28 H -2.1212 3.0095 2.8769  C10 1.092
29 H -1.6775 1.4728 3.6861  C10 1.106
30 H -2.5504 2.8135 4.5577  C10 1.128
31 C 8.0605 -4.0691 3.8094  C32 1.500, H41 1.135, H42 1.113, H43 1.056
32 C 6.9392 -3.8290 4.7771  C31 1.500, N33 1.479, H44 1.091, H45 1.057
33 N 6.3954 -4.9805 5.5296  C32 1.479, C34 1.522, C35 1.503, C37 1.532
34 C 5.4007 -4.3777 6.5114  N33 1.522, H46 1.051, H47 1.124, H48 1.068
35 C 5.6513 -5.9956 4.7083  N33 1.503, C36 1.512, H49 1.136, H50 1.096
36 C 4.5263 -5.3776 3.9086  C35 1.512, H51 1.098, H52 1.069, H53 1.103
37 C 7.5487 -5.7493 6.1831  N33 1.532, C38 1.528, H54 1.062, H55 1.067
38 C 7.2095 -6.5362 7.4484  C37 1.528, O39 1.388, H56 1.096, H57 1.118
39 O 6.0333 -7.2702 7.3891  C38 1.388, C40 1.422
40 C 6.0854 -8.3174 8.3496  O39 1.422, H58 1.076, H59 1.096, H60 1.079
41 H 8.9192 -4.7437 4.1199  C31 1.135
42 H 8.5597 -3.1173 3.5203  C31 1.113
43 H 7.6846 -4.4436 2.8963  C31 1.056
44 H 6.0972 -3.2817 4.3518  C32 1.091
45 H 7.1881 -3.1384 5.5378  C32 1.057
46 H 4.7448 -3.7844 5.9429  C34 1.051
47 H 5.9159 -3.8127 7.3351  C34 1.124
48 H 4.8249 -5.1648 6.9459  C34 1.068
49 H 5.2412 -6.7080 5.4922  C35 1.136
50 H 6.3386 -6.5320 4.0446  C35 1.096
51 H 3.8248 -4.7139 4.4305  C36 1.098
52 H 4.0827 -6.2596 3.4977  C36 1.069
53 H 4.9679 -4.8014 3.0783  C36 1.103
54 H 8.2681 -5.0571 6.5448  C37 1.062
55 H 7.9488 -6.3550 5.4016  C37 1.067
56 H 7.1095 -5.8262 8.2768  C38 1.096
57 H 8.0878 -7.1972 7.6496  C38 1.118
58 H 5.4613 -9.1059 7.9681  C40 1.076
59 H 5.5922 -8.0123 9.2790  C40 1.096
60 H 7.0681 -8.6854 8.5993  C40 1.079
61 C 7.5677 1.2976 4.5435  C62 1.499, H71 1.057, H72 1.137, H73 1.085
62 C 7.1416 0.6048 5.8024  C61 1.499, N63 1.495, H74 1.047, H75 1.088
63 N 6.0652 1.3059 6.5670  C62 1.495, C64 1.497, C65 1.521, C67 1.481
64 C 5.8274 0.6181 7.8757  N63 1.497, H76 1.095, H77 1.063, H78 1.123
65 C 6.5190 2.7267 6.8660  N63 1.521, C66 1.532, H79 1.119, H80 1.096
66 C 7.9174 2.8916 7.4700  C65 1.532, H81 1.070, H82 1.133, H83 1.099
67 C 4.8325 1.2964 5.7470  N63 1.481, C68 1.516, H84 1.077, H85 1.114
68 C 3.6398 1.9403 6.4272  C67 1.516, O69 1.394, H86 1.081, H87 1.099
69 O 3.0715 1.2725 7.5112  C68 1.394, C70 1.441
70 C 1.9084 1.9906 7.9665  O69 1.441, H88 1.075, H89 1.070, H90 1.108
71 H 6.7815 1.2598 3.8374  C61 1.057
72 H 8.4258 0.7399 4.0488  C61 1.137
73 H 7.9457 2.3065 4.6687  C61 1.085
74 H 7.9489 0.5906 6.4695  C62 1.047
75 H 6.7945 -0.4013 5.5764  C62 1.088
76 H 5.3186 -0.3305 7.6740  C64 1.095
77 H 5.1453 1.1736 8.4724  C64 1.063
78 H 6.7818 0.5764 8.4656  C64 1.123
79 H 5.7875 3.1255 7.6137  C65 1.119
80 H 6.3678 3.2537 5.9167  C65 1.096
81 H 8.0773 3.9172 7.7294  C66 1.070
82 H 8.7663 2.5427 6.8064  C66 1.133
83 H 8.0401 2.4469 8.4673  C66 1.099
84 H 4.6890 0.2809 5.4168  C67 1.077
85 H 5.1427 1.9558 4.9041  C67 1.114
86 H 2.9292 1.8820 5.6149  C68 1.081
87 H 3.7484 3.0217 6.5883  C68 1.099
88 H 1.6429 1.7701 8.9851  C70 1.075
89 H 1.0429 1.8862 7.3469  C70 1.070
90 H 2.1650 3.0687 7.9899  C70 1.108
91 C -3.9687 7.9384 -1.9057  C92 1.509, H101 1.102, H102 1.132, H103 1.118
92 C -2.8979 7.7915 -2.9587  C91 1.509, N93 1.515, H104 1.091, H105 1.090
93 N -1.5577 8.3806 -2.5691  C92 1.515, C94 1.482, C95 1.513, C97 1.546
94 C -0.8686 7.3261 -1.7877  N93 1.482, H106 1.071, H107 1.095, H108 1.090
95 C -0.7562 8.7058 -3.8103  N93 1.513, C96 1.518, H109 1.148, H110 1.123
96 C 0.6942 9.0986 -3.5960  C95 1.518, H111 1.071, H112 1.075, H113 1.108
97 C -1.5907 9.6183 -1.6439  N93 1.546, C98 1.541, H114 1.075, H115 1.081
98 C -1.9804 11.0022 -2.1990  C97 1.541, O99 1.361, H116 1.091, H117 1.092
99 O -3.3174 11.1290 -2.4180  C98 1.361, C100 1.396
100 C -3.7867 12.4281 -2.6176  O99 1.396, H118 1.107, H119 1.089, H120 1.078
101 H -4.1909 8.9727 -1.5960  C91 1.102
102 H -3.8093 7.2191 -1.0466  C91 1.132
103 H -4.9952 7.7160 -2.2876  C91 1.118
104 H -3.2006 8.2186 -3.9161  C92 1.091
105 H -2.5745 6.7743 -3.1805  C92 1.090
106 H -1.5610 6.9829 -1.0464  C94 1.071
107 H 0.0705 7.6647 -1.3381  C94 1.095
108 H -0.6304 6.4532 -2.3953  C94 1.090
109 H -1.3435 9.4376 -4.4723  C95 1.148
110 H -0.6892 7.7056 -4.3170  C95 1.123
111 H 0.8214 10.0269 -3.0768  C96 1.071
112 H 1.2296 9.1186 -4.5277  C96 1.075
113 H 1.1929 8.2982 -3.0143  C96 1.108
114 H -0.5742 9.8087 -1.3493  C97 1.075
115 H -2.2399 9.2733 -0.8520  C97 1.081
116 H -1.4314 11.1629 -3.1279  C98 1.091
117 H -1.5830 11.7700 -1.5324  C98 1.092
118 H -4.7907 12.2662 -3.0553  C100 1.107
119 H -3.2633 13.0833 -3.3118  C100 1.089
120 H -4.0011 12.8828 -1.6634  C100 1.078
121 C 2.2595 2.6867 -0.1472  C122 1.517, H131 1.069, H132 1.077, H133 1.128
122 C 1.9486 1.2590 -0.5541  C121 1.517, N123 1.495, H134 1.101, H135 1.080
123 N 1.0930 0.4681 0.3820  C122 1.495, C124 1.502, C125 1.473, C127 1.585
124 C 1.7667 0.3500 1.7186  N123 1.502, H136 1.092, H137 1.096, H138 1.099
125 C -0.2801 0.9689 0.5641  N123 1.473, C126 1.466, H139 1.147, H140 1.096
126 C -0.9931 1.1102 -0.7092  C125 1.466, H141 1.111, H142 1.048, H143 1.083
127 C 1.1407 -0.9858 -0.2474  N123 1.585, C128 1.520, H144 1.045, H145 1.046
128 C 0.0685 -1.8647 0.3751  C127 1.520, O129 1.442, H146 1.122, H147 1.113
129 O 0.4974 -2.2047 1.7091  C128 1.442, C130 1.396
130 C -0.4134 -3.1494 2.1856  O129 1.396, H148 1.069, H149 1.070, H150 1.108
131 H 2.5233 2.8093 0.8820  C121 1.069
132 H 1.3443 3.2300 -0.3119  C121 1.077
133 H 3.0450 3.1073 -0.8381  C121 1.128
134 H 2.8467 0.6292 -0.6459  C122 1.101
135 H 1.4049 1.1397 -1.4798  C122 1.080
136 H 2.7567 -0.1068 1.6660  C124 1.092
137 H 1.1519 -0.2386 2.4085  C124 1.096
138 H 1.7814 1.3066 2.2597  C124 1.099
139 H -0.1346 2.0078 1.0292  C125 1.147
140 H -0.7224 0.3410 1.3463  C125 1.096
141 H -0.9598 0.1800 -1.3154  C126 1.111
142 H -0.7356 1.9162 -1.3273  C126 1.048
143 H -2.0468 1.1402 -0.4613  C126 1.083
144 H 2.0957 -1.3470 -0.0255  C127 1.045
145 H 1.0624 -0.9409 -1.2898  C127 1.046
146 H 0.0551 -2.8124 -0.2248  C128 1.122
147 H -0.9567 -1.4511 0.5043  C128 1.113
148 H -0.1496 -3.3452 3.2032  C130 1.069
149 H -0.6167 -3.9963 1.5637  C130 1.070
150 H -1.3653 -2.5918 2.2845  C130 1.108
151 C 2.9389 -5.2168 -7.5794  C152 1.533, H161 1.139, H162 1.068, H163 1.138
152 C 4.0663 -4.6516 -6.7083  C151 1.533, N153 1.524, H164 1.133, H165 1.085
153 N 4.2515 -3.1549 -6.9255  C152 1.524, C154 1.556, C155 1.557, C157 1.545
154 C 2.8894 -2.4239 -6.7458  N153 1.556, H166 1.082, H167 1.091, H168 1.102
155 C 5.1414 -2.6097 -5.7702  N153 1.557, C156 1.534, H169 1.082, H170 1.109
156 C 4.6191 -2.9102 -4.3594  C155 1.534, H171 1.062, H172 1.123, H173 1.083
157 C 4.7109 -2.8244 -8.3629  N153 1.545, C158 1.512, H174 1.147, H175 1.057
158 C 6.1456 -3.2359 -8.6077  C157 1.512, O159 1.449, H176 1.148, H177 1.112
159 O 6.9503 -2.1900 -8.0101  C158 1.449, C160 1.464
160 C 8.3941 -2.4093 -8.1106  O159 1.464, H178 1.111, H179 1.084, H180 1.073
161 H 1.9873 -4.6694 -7.2761  C151 1.139
162 H 2.8438 -6.2534 -7.3427  C151 1.068
163 H 3.0246 -5.2164 -8.7146  C151 1.138
164 H 4.9922 -5.2761 -6.8975  C152 1.133
165 H 3.9109 -4.7275 -5.6376  C152 1.085
166 H 2.3988 -2.6761 -5.8151  C154 1.082
167 H 2.2892 -2.6741 -7.6215  C154 1.091
168 H 3.0505 -1.3353 -6.8118  C154 1.102
169 H 5.1680 -1.5432 -5.9517  C155 1.082
170 H 6.1570 -3.0275 -5.9215  C155 1.109
171 H 4.7786 -3.8945 -3.9944  C156 1.062
172 H 3.5103 -2.7344 -4.3456  C156 1.123
173 H 5.0805 -2.2134 -3.6713  C156 1.083
174 H 4.6531 -1.7099 -8.6264  C157 1.147
175 H 4.0149 -3.3791 -8.9339  C157 1.057
176 H 6.2957 -3.2394 -9.7455  C158 1.148
177 H 6.4106 -4.2346 -8.1960  C158 1.112
178 H 8.8489 -1.7667 -7.3272  C160 1.111
179 H 8.6967 -2.1727 -9.1244  C160 1.084
180 H 8.5494 -3.4599 -7.9605  C160 1.073
181 C -5.1140 1.6759 -2.6253  C182 1.497, H191 1.086, H192 1.053, H193 1.081
182 C -3.9020 1.9984 -3.4420  C181 1.497, C183 1.507, H194 1.096, H195 1.077
183 C -4.0007 1.5411 -4.8751  C182 1.507, N184 1.504, H196 1.100, H197 1.131
184 N -2.6922 1.4731 -5.6131  C183 1.504, C185 1.489, C189 1.498, C190 1.503
185 C -3.0129 1.1812 -7.0376  N184 1.489, C186 1.529, H198 1.098, H199 1.077
186 C -1.9183 1.3471 -8.0923  C185 1.529, C187 1.571, H200 1.059, H201 1.065
187 C -1.1900 2.7148 -7.8331  C186 1.571, C188 1.478, H202 1.079, H203 1.118
188 C -0.8472 2.9337 -6.4118  C187 1.478, C189 1.502, H204 1.041, H205 1.063
189 C -2.0600 2.8283 -5.5318  N184 1.498, C188 1.502, H206 1.109, H207 1.124
190 C -1.7180 0.4651 -5.0707  N184 1.503, H208 1.090, H209 1.072, H210 1.119
191 H -4.9647 1.9384 -1.5822  C181 1.086
192 H -5.3833 0.6599 -2.6876  C181 1.053
193 H -6.0196 2.1793 -2.9347  C181 1.081
194 H -3.1178 1.4795 -2.8783  C182 1.096
195 H -3.6727 3.0471 -3.3514  C182 1.077
196 H -4.5252 2.2224 -5.5616  C183 1.100
197 H -4.5722 0.5732 -5.0027  C183 1.131
198 H -3.9040 1.7354 -7.3602  C185 1.098
199 H -3.3402 0.1552 -7.0061  C185 1.077
200 H -2.4231 1.2398 -9.0171  C186 1.059
201 H -1.1991 0.5792 -7.9279  C186 1.065
202 H -1.7958 3.5410 -8.1728  C187 1.079
203 H -0.2687 2.6814 -8.4658  C187 1.118
204 H -0.4011 3.8712 -6.3347  C188 1.041
205 H -0.1071 2.2332 -6.1081  C188 1.063
206 H -2.8361 3.5534 -5.8515  C189 1.109
207 H -1.8478 3.0772 -4.4563  C189 1.124
208 H -2.2452 -0.4812 -4.9528  C190 1.090
209 H -1.4617 0.7293 -4.0643  C190 1.072
210 H -0.8510 0.4117 -5.7761  C190 1.119
211 C -8.3211 -2.3146 -1.4366  C212 1.544, H221 1.071, H222 1.070, H223 1.074
212 C -8.2791 -3.6977 -0.7518  C211 1.544, C213 1.498, H224 1.093, H225 1.071
213 C -6.8293 -4.0694 -0.8199  C212 1.498, N214 1.537, H226 1.104, H227 1.159
214 N -6.4255 -5.3165 -0.0177  C213 1.537, C215 1.518, C219 1.515, C220 1.451
215 C -7.4661 -6.4001 -0.2342  N214 1.518, C216 1.499, H228 1.105, H229 1.090
216 C -7.1978 -7.6834 0.4929  C215 1.499, C217 1.569, H230 1.077, H231 1.116
217 C -6.9359 -7.4216 2.0178  C216 1.569, C218 1.510, H232 1.115, H233 1.072
218 C -6.0227 -6.2412 2.2501  C217 1.510, C219 1.515, H234 1.085, H235 1.113
219 C -6.4703 -5.0234 1.4677  N214 1.515, C218 1.515, H236 1.115, H237 1.104
220 C -5.1310 -5.7382 -0.5205  N214 1.451, H238 1.077, H239 1.134, H240 1.113
221 H -8.2958 -2.5029 -2.4905  C211 1.071
222 H -7.4204 -1.8274 -1.1268  C211 1.070
223 H -9.1563 -1.6619 -1.2653  C211 1.074
224 H -8.9059 -4.3890 -1.3218  C212 1.093
225 H -8.6471 -3.6049 0.2499  C212 1.071
226 H -6.1378 -3.3036 -0.4272  C213 1.104
227 H -6.4529 -4.2385 -1.9034  C213 1.159
228 H -8.4104 -5.9544 0.1274  C215 1.105
229 H -7.4730 -6.4820 -1.3215  C215 1.090
230 H -7.8911 -8.4938 0.3447  C216 1.077
231 H -6.2899 -8.1732 0.0680  C216 1.116
232 H -7.9630 -7.2959 2.4329  C217 1.115
233 H -6.5176 -8.2972 2.4727  C217 1.072
234 H -5.9539 -5.9695 3.2987  C218 1.085
235 H -4.9518 -6.4822 2.0692  C218 1.113
236 H -7.5400 -4.7656 1.6488  C219 1.115
237 H -5.9796 -4.0410 1.5842  C219 1.104
238 H -4.7053 -6.6385 -0.1100  C220 1.077
239 H -4.4697 -4.8514 -0.2699  C220 1.134
240 H -5.2143 -5.7986 -1.6288  C220 1.113
241 C -3.6229 -1.8188 -1.5239  C242 1.505, H245 1.066, H246 1.092, H247 1.088
242 C -3.8993 -1.6554 -0.0533  C241 1.505, O243 1.300, O244 1.247
243 O -4.8030 -2.4279 0.4734  C242 1.300
244 O -3.2894 -0.7750 0.5845  C242 1.247
245 H -4.4205 -2.0252 -2.2002  C241 1.066
246 H -3.0091 -2.7192 -1.5899  C241 1.092
247 H -3.1113 -0.9389 -1.9073  C241 1.088
248 B -2.3210 4.1826 -1.1995  F249 1.423, F250 1.429, F251 1.409, F252 1.383
249 F -3.1660 3.1636 -0.6768  B248 1.423
250 F -3.0368 5.4116 -1.0567  B248 1.429
251 F -1.0930 4.1918 -0.5083  B248 1.409
252 F -2.1236 4.0458 -2.5618  B248 1.383
253 B 4.8955 -1.3051 3.0457  F254 1.339, F255 1.397, F256 1.472, F257 1.485
254 F 4.9259 0.0307 2.9534  B253 1.339
255 F 4.0609 -1.9204 2.1089  B253 1.397
256 F 6.2573 -1.8612 2.9883  B253 1.472
257 F 4.4227 -1.7671 4.3759  B253 1.485
258 B 1.3161 -0.7380 -3.9687  F259 1.389, F260 1.430, F261 1.358, F262 1.405
259 F 2.6504 -0.7010 -3.5862  B258 1.389
260 F 0.8239 0.4722 -3.3882  B258 1.430
261 F 1.0521 -0.7380 -5.3007  B258 1.358
262 F 0.7278 -1.8823 -3.4036  B258 1.405